42
Properties=species:S:1:pos:R:3 method="wB97M-V/def2-TZVPD" total_energy_ha=-910.928039 homo_lumo_gap_ev=9.88 multiplicity=1 e_homo_ev=-9.33 charge=0 relative_energy_kcal_mol=0.00 lumo_ev=0.550 smiles="Fc1ccccc1.CC(C)=O.CC(C)=O.CC(C)=O"
F -1.86 3.79 -0.73
C -0.87 4.46 -0.09
C 0.29 3.78 0.23
C 1.29 4.48 0.89
C 1.12 5.82 1.20
C -0.05 6.48 0.86
C -1.06 5.80 0.21
H 0.42 2.74 -0.03
H 2.20 3.96 1.14
H 1.91 6.35 1.72
H -0.16 7.52 1.11
H -2.01 6.23 -0.09
C 0.62 -0.84 0.12
C 1.96 -1.40 0.47
O 2.61 -2.00 -0.36
C 2.49 -1.18 1.86
H -0.05 -0.69 0.97
H 0.16 -1.49 -0.62
H 0.78 0.14 -0.35
H 2.24 -2.05 2.48
H 2.09 -0.28 2.33
H 3.58 -1.10 1.83
C 2.40 -5.47 -1.19
C 1.83 -6.86 -1.09
O 2.48 -7.83 -1.42
C 0.41 -7.00 -0.60
H 3.48 -5.53 -1.22
H 2.11 -4.83 -0.35
H 2.05 -4.97 -2.09
H 0.13 -6.18 0.06
H 0.28 -7.93 -0.05
H -0.27 -6.97 -1.45
C -3.79 1.76 0.55
C -2.99 0.85 -0.35
O -2.48 -0.15 0.10
C -2.88 1.15 -1.83
H -4.13 2.68 0.07
H -3.20 2.00 1.43
H -4.63 1.17 0.91
H -1.89 0.83 -2.16
H -3.01 2.20 -2.06
H -3.61 0.59 -2.42

24
Properties=species:S:1:pos:R:3 method="wB97M-V/def2-TZVPD" total_energy_ha=-1252.327321 homo_lumo_gap_ev=8.46 multiplicity=1 e_homo_ev=-9.28 charge=0 lumo_ev=-0.820 smiles="CC(=O)OC(=O)CC1=C(P(O)O)C(=O)OC1=O"
C -3.34 -0.02 1.46
C -1.84 -0.24 1.10
O -1.13 0.70 1.15
O -1.39 -1.50 0.75
C -0.07 -1.72 1.18
O 0.18 -2.24 2.19
C 1.11 -1.21 0.28
C 0.65 -0.54 -1.03
C 1.07 0.71 -1.37
P 2.23 1.91 -0.52
O 1.52 2.38 0.93
O 3.58 0.96 -0.17
C 0.33 0.97 -2.71
O -0.08 1.96 -3.16
O 0.20 -0.31 -3.26
C -0.28 -1.05 -2.16
O -1.14 -1.83 -2.18
H -3.90 -0.97 1.53
H -3.34 0.54 2.41
H -3.76 0.67 0.70
H 1.88 -1.99 0.16
H 1.58 -0.40 0.90
H 1.69 1.66 1.57
H 4.23 1.55 0.26

57
Properties=species:S:1:pos:R:3 method="wB97M-V/def2-TZVPD" total_energy_ha=-1948.188719 homo_lumo_gap_ev="5.81 / 5.00" multiplicity=1 e_homo_ev="-8.08 / -7.35" charge=0 relative_energy_kcal_mol=27.48 lumo_ev="-2.270 / -2.355"
O -2.11 1.44 -0.54
C -2.52 1.92 -1.93
C -3.43 3.05 -1.50
H -3.06 1.15 -2.50
H -1.66 2.27 -2.51
C -2.88 2.61 -0.13
H -4.50 2.81 -1.64
H -3.12 4.07 -1.79
C -4.11 2.36 0.70
H -4.61 1.43 0.40
H -4.81 3.21 0.51
H -3.84 2.35 1.77
C -1.97 3.65 0.49
H -1.03 3.75 -0.07
H -1.77 3.33 1.53
H -2.50 4.62 0.51
Bi -0.24 -0.09 1.54
C 4.14 -0.59 1.88
C 4.50 -0.95 0.55
C 4.19 0.15 -0.31
H 4.93 -1.90 0.24
C 3.76 1.24 0.50
C 3.68 0.77 1.86
H 3.32 1.34 2.72
H 4.16 -1.24 2.75
H 4.23 0.15 -1.41
H 3.50 2.25 0.16
C -0.11 -2.17 3.77
C -0.43 -1.13 4.66
C -1.55 -0.42 4.17
H 0.11 -0.89 5.57
C -2.02 -1.06 2.96
C -1.01 -2.10 2.64
H -1.15 -2.84 1.84
H 0.60 -2.99 3.93
H -2.08 0.40 4.66
H -3.05 -1.09 2.59
O -0.97 -0.16 -4.16
C -0.64 -0.61 -2.76
C 0.88 -0.37 -2.50
H -0.81 -1.73 -2.63
H -1.30 -0.17 -1.99
C 1.46 -0.31 -3.92
H 1.23 -1.26 -1.92
H 1.12 0.50 -1.84
C 0.25 -0.55 -4.86
H 2.26 -1.06 -4.01
H 1.93 0.64 -4.18
H 0.16 -1.65 -4.98
H 0.35 -0.06 -5.84
F 2.53 -2.80 2.41
Te 1.81 -3.38 0.70
F 0.82 -4.09 -0.75
F 2.83 -4.97 0.94
F 3.13 -2.88 -0.64
F 0.48 -4.32 1.69
O 0.89 -1.63 0.69

15
Properties=species:S:1:pos:R:3 method="wB97M-V/def2-TZVPD" total_energy_ha=-341.940501 homo_lumo_gap_ev=10.75 multiplicity=1 e_homo_ev=-9.80 charge=0 relative_energy_kcal_mol=39.62 lumo_ev=0.953
C -1.52 -0.96 0.22
C -0.99 0.37 -0.24
O -0.61 1.20 0.90
C 0.72 0.96 0.66
N 1.72 1.05 1.41
C 0.49 0.40 -0.72
N 1.18 -0.79 -1.14
H -0.78 -1.47 0.86
H -1.74 -1.61 -0.63
H -2.43 -0.82 0.81
H -1.71 0.91 -0.86
H 1.44 1.37 2.34
H 0.61 1.20 -1.47
H 1.89 -0.55 -1.82
H 1.67 -1.21 -0.36